Record 1
20
Properties=species:S:1:pos:R:3:forces:R:3 method="wB97M-V/def2-TZVPD" total_charge=0
C -3.9065 0.0685 0.4793 0.1 1.5 -0.4
C 1.5036 0.3936 -1.0357 -1.8 -0.6 0.1
N -0.9054 2.0885 -1.2883 1.0 0.0 0.7
O 0.6454 1.7778 0.8257 -1.0 0.9 -0.3
O 0.2155 4.0965 0.0520 0.6 0.4 -0.8
O -0.8173 -0.2353 -0.2901 1.2 1.7 -1.1
O -0.6653 0.1174 -2.7876 -0.1 -0.1 -0.1
F -4.1391 -0.0272 1.7605 -0.1 0.1 0.6
F -4.0341 1.4116 0.1325 0.0 -1.9 0.5
F 1.8133 -0.6722 -1.7857 0.5 -0.6 0.4
F 2.2390 1.3889 -1.4907 0.3 0.7 0.4
P -3.3603 -1.1662 -0.4936 -0.9 -0.4 0.7
P 0.9228 0.0601 0.9027 3.3 -1.2 -0.1
S -0.4760 2.8803 0.3053 -0.7 -1.7 1.2
S -0.3240 0.5667 -1.4801 -0.8 -0.6 0.5
H -0.6749 2.6721 -2.0913 0.0 0.1 0.0
H 1.0706 -1.3615 0.7118 0.2 0.5 -0.4
H -3.5226 -0.2236 -1.4656 0.3 0.5 -1.4
H 2.2317 0.2699 1.5276 -1.0 -0.2 -0.5
H 0.2535 -0.2645 2.0840 -0.9 1.0 0.0



Record 2
12
Properties=species:S:1:pos:R:3:forces:R:3 method="wB97M-V/def2-TZVPD" total_charge=0
C -0.1315 -0.2051 0.0756 -3.7 2.5 -0.1
C -1.6109 -0.4920 0.3459 -0.7 0.0 1.5
H 2.1980 0.4551 -0.2350 -2.8 3.7 1.0
H -0.4588 1.8736 0.0684 1.6 -2.3 0.6
H -1.9266 -1.5296 0.0372 1.0 0.9 1.0
H -1.7267 -0.2110 1.5295 -0.1 -1.0 -2.9
H 2.2677 -1.5057 -1.2658 -0.6 1.3 5.0
N 0.2363 1.0698 0.2936 1.1 2.8 -0.6
N 0.4833 -1.2457 -0.1974 1.5 -2.5 1.1
O 1.5884 1.5546 -0.1457 0.2 -4.7 -0.1
O 1.8480 -1.0794 0.1774 2.2 -1.4 -6.7
F -2.4920 0.2812 -0.3989 0.3 0.7 0.2



What ΔE to the lowest compared entry with this formula, charge and spin values result from the calculations? In sequence: 0.000 5.030 eV.
What strongest force on any atom values result from the calculations? In sequence: 0.069 0.140 hartree/bohr.
What gap between HOMO and LUMO values result from the calculations? In sequence: 9.37 7.33 eV.